[1]
{
  "formula": "C56H81Br2N7O2PS2SeTi",
  "method": "the ωB97M-V functional and the def2-TZVPD basis",
  "spin_multiplicity": 3,
  "e_above_lowest_kj_mol": 152.0,
  "charge": -1,
  "s_squared": 2.023,
  "species": ["C", "H", "H", "H", "H", "C", "H", "C", "C", "C", "C", "H", "H", "N", "H", "H", "N", "H", "H", "H", "H", "H", "C", "H", "C", "H", "C", "H", "H", "C", "H", "H", "H", "H", "S", "C", "C", "H", "H", "C", "C", "H", "C", "H", "H", "C", "H", "H", "C", "H", "H", "C", "H", "H", "H", "C", "H", "C", "H", "C", "C", "H", "H", "H", "O", "C", "C", "H", "H", "H", "H", "C", "N", "C", "H", "Ti", "C", "C", "H", "H", "H", "H", "C", "H", "C", "C", "C", "H", "C", "H", "C", "C", "N", "Br", "C", "H", "C", "Se", "N", "C", "H", "H", "H", "H", "H", "C", "H", "H", "C", "H", "Br", "C", "H", "H", "H", "C", "N", "N", "P", "H", "H", "H", "H", "C", "H", "C", "C", "C", "C", "H", "H", "H", "C", "C", "H", "C", "C", "C", "H", "H", "H", "O", "H", "S", "C", "C", "C", "H", "C", "H", "H", "H", "H"],
  "xyz": [[0.975, 3.129, -1.738], [-4.063, 3.121, 3.352], [1.732, 1.104, -7.170], [-1.843, -1.863, 2.323], [7.070, 0.882, -1.488], [-5.826, -1.064, -1.277], [-0.537, -6.034, -1.808], [0.055, -3.489, -3.981], [1.831, -1.385, 3.343], [3.791, -0.499, -0.454], [-3.858, 3.451, -5.609], [0.643, -3.785, 3.863], [-0.815, 2.071, 5.588], [2.204, 2.369, -1.791], [1.863, -4.838, 3.142], [2.876, 2.715, 5.286], [2.125, 0.598, -3.882], [2.296, -1.058, 5.390], [-6.228, 2.243, 2.113], [4.103, 0.232, -4.399], [-3.376, 2.084, 4.611], [1.234, -0.564, -7.475], [0.132, -2.481, -3.045], [-4.026, -0.284, 4.791], [1.092, 4.401, -2.581], [3.054, 0.617, 6.793], [-0.791, -4.021, 0.069], [6.417, -0.670, -0.980], [-5.550, -0.639, 1.412], [-2.481, -0.302, 0.043], [5.740, 2.058, 0.150], [1.290, 3.397, 4.943], [-5.612, -0.087, -1.701], [1.905, 3.408, 6.593], [-2.467, 1.600, -2.491], [-0.326, -5.038, -2.165], [1.417, -3.844, 3.101], [4.407, -1.405, -0.502], [-4.339, 3.192, -6.556], [-2.543, 4.183, -5.837], [3.243, -3.090, 4.610], [0.100, -0.707, -5.333], [0.630, 0.445, 2.338], [0.174, 4.982, -2.492], [4.279, -2.127, 2.266], [6.165, 0.381, -1.131], [-4.991, 2.753, 4.806], [0.962, -3.721, 2.122], [3.543, 4.372, -2.159], [3.747, -4.051, 4.508], [3.044, 3.499, -0.253], [-3.686, -2.071, -1.989], [2.563, -3.163, 5.457], [-2.431, -3.934, 3.537], [-6.557, -0.940, -0.482], [1.245, 1.449, 5.929], [2.765, -0.793, -0.209], [-4.539, -0.282, 1.296], [1.565, -0.136, 7.383], [-3.820, -0.746, 0.201], [-0.141, -4.793, -3.511], [-0.441, 0.785, -6.101], [-0.647, 0.634, 6.589], [2.995, -2.715, 1.205], [-1.670, -0.650, -0.915], [5.093, 0.480, -2.230], [3.492, -2.870, 2.158], [-3.961, -3.498, 0.329], [-0.685, -6.169, 0.316], [-5.393, -3.690, -0.688], [-5.620, 0.311, 5.277], [-4.054, 0.624, 2.237], [-0.011, -2.680, -1.721], [-4.289, 2.345, 4.079], [-0.286, 2.228, 7.265], [-0.011, -1.173, -0.457], [-0.219, 1.610, 6.371], [-2.588, 2.481, -3.874], [2.413, 6.101, -2.828], [0.126, -3.291, -5.039], [2.625, -1.353, -5.579], [4.000, -2.336, 4.819], [-4.526, -1.708, -0.762], [-6.898, 1.904, 3.713], [-1.996, 0.593, 1.023], [3.184, 0.584, -4.859], [2.487, -2.768, 3.313], [5.100, 1.481, -2.670], [1.179, -0.851, 2.193], [2.021, 1.474, 7.936], [1.864, 2.831, 5.670], [5.731, 0.970, 0.211], [1.071, -0.142, -1.557], [-0.200, -6.237, -4.757], [-1.950, -3.979, 2.576], [0.235, 2.151, 3.522], [1.535, 0.138, -6.693], [-0.199, 1.265, 0.794], [-1.086, -2.810, 0.668], [2.022, 0.802, 7.079], [-2.665, 5.261, -5.925], [-4.538, 4.089, -5.022], [-3.392, -1.175, -2.531], [3.755, 4.032, -3.177], [6.473, 0.689, 0.963], [0.421, 0.282, -5.659], [-5.470, -0.892, 3.989], [3.950, -3.859, 2.148], [-2.750, 1.057, 2.077], [-2.782, -2.608, -1.706], [-1.891, -6.831, 2.942], [2.802, -0.361, -6.004], [1.010, 2.146, -4.768], [3.630, 1.287, 0.700], [-4.272, -2.706, -2.654], [0.679, 1.165, 3.512], [-3.502, 2.244, -4.891], [3.760, 0.143, -1.752], [2.199, 0.684, -2.171], [-2.007, 3.793, -6.703], [0.337, -1.453, -3.316], [0.762, 3.413, -0.691], [2.127, 5.633, -1.144], [1.273, 0.631, 4.643], [5.399, -0.229, -3.017], [-5.015, -0.009, 4.431], [2.292, 5.245, -2.154], [-6.303, 1.497, 2.899], [-1.000, -5.237, 0.756], [3.357, 1.595, -5.272], [-6.268, -1.696, -2.046], [4.194, 2.548, -1.206], [-1.631, -2.831, 1.878], [4.334, 0.458, 0.609], [-5.506, -2.823, 0.845], [-1.589, -5.207, 1.990], [-4.905, 1.116, 3.397], [0.886, 1.099, -4.451], [3.627, -0.429, -6.719], [1.209, 4.121, -3.629], [-2.285, 1.751, 2.758], [1.064, -1.459, 1.040], [0.124, 1.052, -3.671], [-1.532, 3.818, -4.352], [-4.869, -3.009, -0.018], [-0.329, -3.943, -1.273], [3.296, 3.151, -1.270], [4.365, -0.039, 1.582], [1.834, -0.635, 4.515], [4.407, 4.934, -1.798], [0.147, 2.508, -2.089], [-6.825, 0.632, 2.504], [-4.265, 1.654, -4.586]]
}

---

[2]
{
  "formula": "C7H7AsBrCoN2O2S4",
  "method": "the ωB97M-V functional and the def2-TZVPD basis",
  "e_above_lowest_kj_mol": 30.8,
  "charge": -2,
  "species": ["Co", "C", "C", "H", "O", "N", "H", "S", "H", "C", "C", "Br", "O", "C", "H", "H", "S", "H", "S", "C", "H", "S", "C", "N", "As"],
  "xyz": [[0.001, 0.126, 0.883], [0.075, 0.108, -1.036], [-0.335, 0.913, -3.301], [-0.427, -0.812, 3.177], [3.645, -0.317, 2.452], [0.181, -0.036, 2.929], [1.766, -1.742, -3.371], [-1.651, -1.371, 0.894], [1.866, -0.266, 4.153], [1.119, -0.975, -2.965], [-0.542, 0.988, -1.927], [0.804, -0.171, -5.699], [1.941, -0.074, 0.989], [0.498, -0.065, -3.803], [-1.229, 1.731, -1.542], [-0.191, 0.836, 3.296], [-4.610, 0.427, -0.055], [1.406, -1.579, -0.948], [-3.706, 0.055, 3.463], [2.454, -0.220, 2.164], [-0.830, 1.606, -3.970], [-1.524, 1.757, 1.175], [0.902, -0.873, -1.600], [1.526, -0.265, 3.207], [-3.140, 0.221, 1.433]]
}

---

What is the formula in the first record? C56H81Br2N7O2PS2SeTi

---

Number 2 is which compound? C7H7AsBrCoN2O2S4